No. 1
C27H50B2F8N3O6 | wB97M-V/def2-TZVPD

The geometry in XYZ format:
```
96
Properties=species:S:1:pos:R:3
N -0.137 0.806 4.632
B 0.296 2.179 4.548
O -0.058 3.057 5.607
C 1.199 2.697 3.351
O 1.587 1.600 2.543
B 0.589 1.491 1.434
O -0.043 2.860 1.370
C 0.543 3.667 2.338
C -0.398 4.761 2.891
C -1.641 5.052 2.059
O -2.551 3.962 1.943
C -3.424 3.803 3.018
C -4.884 4.013 2.565
F -4.961 4.448 1.284
F -5.443 5.003 3.339
C -5.849 2.800 2.709
F -6.954 3.063 1.962
F -6.228 2.715 4.009
C -5.326 1.388 2.284
F -4.725 0.801 3.344
F -6.439 0.660 2.004
C -4.380 1.354 1.038
F -3.132 1.136 1.460
F -4.754 0.316 0.242
H -0.757 0.527 3.876
H -0.618 0.659 5.515
H -1.012 3.163 5.643
H 2.118 3.149 3.765
H -0.289 0.630 1.712
H 1.108 1.191 0.361
H 1.375 4.218 1.849
H 0.175 5.697 2.928
H -0.716 4.573 3.922
H -1.378 5.358 1.042
H -2.168 5.906 2.516
H -3.230 4.524 3.822
H -3.288 2.793 3.423
H -4.425 2.270 0.444
C 4.089 -3.149 -2.731
C 4.185 -1.681 -2.288
C 5.643 -1.223 -2.223
C 6.401 -1.801 -1.028
C 5.662 -1.488 0.276
C 4.205 -1.962 0.270
N 3.514 -1.483 -0.972
O 3.075 -0.283 -0.821
C 4.160 -3.496 0.396
C 3.456 -1.399 1.476
C 3.429 -0.873 -3.331
H 4.591 -3.263 -3.694
H 4.554 -3.854 -2.049
H 3.043 -3.432 -2.857
H 5.662 -0.131 -2.150
H 6.138 -1.485 -3.162
H 6.535 -2.880 -1.147
H 7.405 -1.371 -0.991
H 6.172 -1.951 1.125
H 5.682 -0.407 0.445
H 3.185 -3.880 0.093
H 4.320 -3.773 1.439
H 4.930 -4.008 -0.179
H 3.497 -0.314 1.530
H 3.903 -1.805 2.385
H 2.404 -1.686 1.449
H 2.368 -1.120 -3.310
H 3.811 -1.116 -4.326
H 3.532 0.199 -3.178
C -2.912 -0.609 -3.814
C -1.906 -1.769 -3.831
C -2.596 -3.088 -3.475
C -2.965 -3.191 -1.996
C -1.733 -2.967 -1.118
C -1.011 -1.650 -1.411
N -0.770 -1.525 -2.891
O 0.289 -2.169 -3.256
C -1.822 -0.462 -0.861
C 0.335 -1.610 -0.692
C -1.365 -1.837 -5.254
H -3.729 -0.838 -4.500
H -3.358 -0.421 -2.844
H -2.434 0.312 -4.148
H -1.928 -3.916 -3.731
H -3.486 -3.197 -4.100
H -3.749 -2.471 -1.749
H -3.383 -4.180 -1.793
H -2.008 -2.979 -0.061
H -1.035 -3.797 -1.274
H -1.491 0.475 -1.310
H -1.658 -0.383 0.213
H -2.897 -0.561 -1.002
H 0.958 -2.467 -0.942
H 0.155 -1.621 0.383
H 0.892 -0.703 -0.929
H -0.797 -0.938 -5.497
H -2.208 -1.910 -5.944
H -0.721 -2.699 -5.406
```

Results
Net charge: -1
Multiplicity: 3
HOMO energy (spin up / spin down), eV: -3.829 / -3.829
Frontier orbital gap (spin up / spin down), eV: 6.380 / 6.378
DFT total energy, eV: -68658.764

=====

No. 2
C27H50N2O18 | wB97M-V/def2-TZVPD

The geometry in XYZ format:
```
97
Properties=species:S:1:pos:R:3
C 0.429 -6.191 2.476
C 0.041 -5.948 0.982
C 0.344 -4.549 0.414
O 0.982 -4.804 -0.854
C 1.238 -6.040 -0.963
O 1.789 -6.544 -1.961
O 0.766 -6.731 0.022
H -0.042 -5.458 3.111
H 1.426 -6.075 2.446
H 0.109 -7.233 2.772
H -0.998 -6.196 0.853
H 0.979 -3.934 1.011
H -0.595 -3.905 0.344
C -3.882 -4.586 8.308
O -3.467 -4.486 6.895
C -2.194 -4.187 6.633
O -1.307 -3.800 7.665
O -1.844 -4.191 5.374
C -0.812 -3.284 4.998
H -4.060 -5.657 8.533
H -4.816 -3.985 8.306
H -3.201 -4.143 9.005
H 0.106 -3.287 5.605
H -1.323 -2.372 5.126
H -0.530 -3.366 4.043
C -0.216 6.140 4.663
O -0.778 5.127 3.939
C -0.178 4.017 3.858
O 1.053 3.673 4.537
O -0.725 3.123 3.025
C -0.375 1.707 2.954
H 0.695 6.740 4.401
H -0.024 5.658 5.640
H -1.057 6.804 4.765
H -0.254 1.291 3.937
H 0.555 1.560 2.478
H -1.169 1.178 2.461
C -2.909 3.061 0.703
O -2.402 3.413 -0.614
C -1.634 2.555 -1.221
O -1.455 1.206 -0.685
O -1.117 2.891 -2.403
C -0.213 2.068 -3.093
H -3.979 3.226 0.792
H -2.303 3.590 1.424
H -2.923 2.052 1.032
H 0.063 2.754 -3.924
H -0.459 1.088 -3.444
H 0.708 1.892 -2.523
C 2.278 -0.168 -4.285
O 1.846 0.763 -5.337
C 2.754 1.056 -6.201
O 4.126 0.879 -5.889
O 2.241 1.584 -7.412
C 3.124 1.636 -8.480
H 2.529 -1.233 -4.658
H 1.418 -0.376 -3.613
H 3.079 0.117 -3.682
H 3.685 2.639 -8.273
H 2.605 1.711 -9.423
H 3.752 0.782 -8.442
C -1.983 -2.338 -1.581
O -1.126 -1.686 -2.471
C -1.477 -1.758 -3.812
O -2.559 -2.541 -4.329
O -0.635 -1.086 -4.637
C -0.958 -1.074 -6.032
H -2.944 -1.948 -1.777
H -1.848 -2.028 -0.494
H -1.994 -3.434 -1.625
H -1.065 -2.073 -6.433
H -0.025 -0.771 -6.579
H -1.805 -0.528 -6.233
C -0.493 6.602 0.504
C 0.175 5.565 -0.418
C 0.814 4.454 0.443
C 1.678 3.528 -0.241
N 2.326 2.849 -0.829
H -1.147 6.046 1.173
H -1.134 7.341 -0.053
H 0.155 7.246 1.107
H 0.949 6.065 -1.050
H -0.520 5.127 -1.044
H -0.022 3.955 0.960
H 1.345 4.812 1.327
C 3.202 -0.254 -1.232
C 2.271 -1.032 -0.393
C 0.991 -0.344 0.098
C 0.084 -1.175 0.958
N -0.579 -1.790 1.663
H 3.607 -0.902 -2.000
H 4.073 0.063 -0.734
H 2.708 0.676 -1.689
H 2.859 -1.546 0.385
H 1.825 -1.900 -1.001
H 0.399 0.009 -0.775
H 1.331 0.580 0.694
```

Results
Net charge: 0
HOMO energy, eV: -10.021
Frontier orbital gap, eV: 10.323
SMILES: C[C@H]1COC(=O)O1.COC(=O)OC.COC(=O)OC.COC(=O)OC.COC(=O)OC.COC(=O)OC.CCCC#N.CCCC#N
DFT total energy, eV: -68633.933

=====

No. 3
C27H50P2Pm | wB97M-V/def2-TZVPD

The geometry in XYZ format:
```
80
Properties=species:S:1:pos:R:3
Pm -0.418 -0.089 0.122
C 2.497 0.238 1.276
C 1.334 0.368 2.121
C 2.028 -1.842 2.137
C 2.912 -1.117 1.295
C 1.039 -0.950 2.627
C 3.326 1.314 0.698
H 2.715 2.167 0.397
H 3.870 0.972 -0.192
H 4.071 1.709 1.413
C 4.116 -1.655 0.632
H 4.797 -0.846 0.338
H 3.848 -2.210 -0.280
H 4.674 -2.340 1.288
C 2.179 -3.261 2.529
H 3.237 -3.562 2.548
H 1.649 -3.930 1.835
H 1.760 -3.445 3.529
C 0.047 -1.288 3.675
H 0.424 -1.029 4.679
H -0.167 -2.364 3.672
H -0.907 -0.760 3.538
C 0.784 1.617 2.715
H 1.090 1.721 3.772
H -0.319 1.623 2.730
H 1.133 2.520 2.196
C -1.263 1.268 -2.689
C -1.000 2.795 -2.580
C -1.901 3.689 -1.727
C -2.571 3.132 -0.460
C -1.831 1.928 0.248
C -2.753 0.675 0.249
C -3.301 0.226 -1.114
C -2.733 0.805 -2.441
H -2.664 4.035 -2.431
H -3.615 2.866 -0.650
H -1.359 4.609 -1.455
H -3.382 1.643 -2.748
H -1.105 1.023 -3.757
H -0.833 3.288 -3.558
H -2.901 0.013 -3.192
H -3.387 -0.874 -1.189
H -3.608 1.016 0.850
H -4.354 0.554 -1.093
H -2.565 3.954 0.277
H -1.595 2.225 1.280
P 0.722 2.578 -2.057
C 2.121 2.335 -3.103
C 0.948 3.645 -0.633
P -2.791 -0.954 1.656
C 0.032 0.879 -1.984
C -3.522 -0.208 3.159
C -3.966 -2.268 1.255
H 2.597 1.391 -2.790
H 2.849 3.138 -2.935
H 1.834 2.260 -4.152
H 0.152 3.680 0.123
H 1.084 4.665 -1.021
H 1.872 3.373 -0.120
H -4.392 -2.164 0.255
H -4.764 -2.322 1.999
H -3.388 -3.206 1.295
H 0.631 0.138 -2.549
H -0.853 1.939 -0.292
H -3.483 -0.978 3.944
H -4.564 0.123 2.998
H -2.899 0.639 3.479
C 2.028 -3.998 -0.916
C 1.483 -2.723 -1.558
C 1.235 -3.023 -3.032
C 0.253 -2.185 -0.843
H 1.271 -4.794 -0.905
H 2.376 -3.842 0.108
H 2.887 -4.384 -1.481
H 2.270 -1.948 -1.483
H 0.570 -3.887 -3.154
H 0.807 -2.170 -3.562
H 2.181 -3.283 -3.520
H -0.670 -2.237 -1.434
H 0.092 -2.641 0.145
```

Results
ΔE to the lowest compared entry with this formula, charge and spin, kJ/mol: 292.0
Net charge: +1
Multiplicity: 5
HOMO energy (spin up / spin down), eV: -8.866 / -8.884
Frontier orbital gap (spin up / spin down), eV: 6.324 / 6.393
DFT total energy, eV: -63929.974